(1)
{
  "formula": "C4H8O2",
  "method": "wB97M-V/def2-TZVPD",
  "total_charge": 0,
  "orbital_gap_ev": 9.8606,
  "smiles": "OC[C@H]1C[C@H]1O",
  "multiplicity": 1,
  "lumo_ev": 0.766,
  "elements": ["O", "C", "C", "C", "C", "O", "H", "H", "H", "H", "H", "H", "H", "H"],
  "coordinates": [[0.49408, -0.36132, -1.64658], [1.36428, 0.32946, -0.76156], [0.50801, 0.76590, 0.44386], [-0.92778, 0.86400, -0.02047], [-0.51481, -0.24098, 0.87170], [-0.40411, -1.61858, 0.21905], [0.09648, -1.17913, -0.92705], [1.83007, 1.20634, -1.24012], [2.15061, -0.36876, -0.46924], [0.99527, 1.38845, 1.19723], [-0.60499, 0.42479, -1.18749], [-1.64831, 1.62259, 0.31360], [-0.76288, -0.42526, 1.91489], [-1.29953, -1.90456, -0.03302]],
  "forces_ev_per_a": [[0.490, -1.535, 0.390], [0.192, -0.262, 0.155], [0.161, -0.304, 0.027], [0.120, -0.162, -0.874], [0.158, -0.968, -0.347], [-0.400, 0.502, 0.707], [1.039, 1.578, -1.770], [-0.269, -0.328, -0.038], [0.180, 0.188, 0.221], [-0.286, -0.187, -0.147], [-1.937, 1.233, 1.966], [0.443, -0.391, -0.311], [-0.098, 0.441, -0.280], [0.207, 0.195, 0.301]]
}

---

(2)
{
  "formula": "C4H8O2",
  "method": "wB97M-V/def2-TZVPD",
  "total_charge": 0,
  "orbital_gap_ev": 10.8570,
  "smiles": "C1COCOC1",
  "multiplicity": 1,
  "lumo_ev": 1.080,
  "elements": ["C", "C", "O", "C", "O", "C", "H", "H", "H", "H", "H", "H", "H", "H"],
  "coordinates": [[1.18641, 0.25371, -0.33373], [0.60594, -1.12493, 0.09473], [-0.73395, -1.25519, -0.38183], [-1.62322, -0.23491, 0.03075], [-1.13410, 0.98056, -0.43270], [0.13673, 1.29370, 0.13478], [1.21212, 0.27794, -1.47625], [2.19553, 0.26522, -0.01866], [1.12333, -1.78542, -0.60526], [0.66459, -1.45180, 1.14406], [-2.63889, -0.42801, -0.38078], [-1.61496, -0.25021, 1.17709], [0.19247, 1.12483, 1.23153], [0.42800, 2.33449, -0.18374]],
  "forces_ev_per_a": [[-2.392, -0.702, -1.636], [-0.107, 0.188, -2.167], [-0.977, -0.370, 0.043], [1.114, -0.648, 1.162], [0.009, 0.859, 0.444], [1.815, 0.066, -0.141], [-0.076, -0.203, 1.411], [0.995, 0.827, 0.793], [0.189, -0.663, 0.830], [0.267, 0.465, -0.177], [0.911, 0.150, 0.193], [-0.354, 0.216, -1.131], [-0.792, 0.834, -0.194], [-0.603, -1.018, 0.569]]
}

---

(3)
{
  "formula": "C4H8O2",
  "method": "wB97M-V/def2-TZVPD",
  "total_charge": 0,
  "orbital_gap_ev": 11.0928,
  "smiles": "CC[C@@H](O)C=O",
  "multiplicity": 1,
  "lumo_ev": 0.886,
  "elements": ["C", "C", "C", "O", "C", "O", "H", "H", "H", "H", "H", "H", "H", "H"],
  "coordinates": [[-0.10136, 1.86870, -0.35395], [-0.65532, 0.51500, 0.09076], [0.42686, -0.56243, 0.30848], [0.57151, -0.91326, 1.65946], [0.10251, -1.79090, -0.53299], [0.26642, -2.91044, -0.11540], [-0.91516, 2.54369, -0.63628], [0.54928, 1.75362, -1.23057], [0.49032, 2.35245, 0.42999], [-1.35134, 0.15549, -0.68146], [-1.22977, 0.59708, 1.01900], [1.38914, -0.18082, -0.08661], [0.77747, -1.86236, 1.67234], [-0.32057, -1.56582, -1.54278]],
  "forces_ev_per_a": [[0.026, 0.038, -0.046], [0.039, -0.092, -0.030], [-0.122, 0.104, -0.324], [0.043, -0.117, -0.055], [0.051, -0.003, 0.293], [-0.126, 0.350, -0.286], [0.128, -0.046, 0.080], [-0.144, 0.012, 0.131], [-0.097, -0.121, -0.052], [0.045, 0.117, 0.166], [0.114, 0.009, -0.129], [-0.151, -0.054, -0.013], [-0.062, 0.093, 0.052], [0.256, -0.290, 0.212]]
}

---

(4)
{
  "formula": "C4H8O2",
  "method": "wB97M-V/def2-TZVPD",
  "total_charge": 0,
  "orbital_gap_ev": 10.5348,
  "smiles": "C[C@@H](O)CC=O",
  "multiplicity": 1,
  "lumo_ev": 0.818,
  "elements": ["C", "C", "O", "C", "C", "O", "H", "H", "H", "H", "H", "H", "H", "H"],
  "coordinates": [[1.41644, -0.40157, -0.85390], [0.15113, -0.50235, -0.03223], [0.55401, -0.76571, 1.30488], [-0.63494, 0.80636, -0.11121], [-1.85725, 0.78717, 0.76731], [-2.94621, 1.18747, 0.42934], [2.06776, -1.24919, -0.58776], [1.22209, -0.38573, -1.92843], [1.93641, 0.51645, -0.55902], [-0.50266, -1.31728, -0.38791], [1.36786, -1.28215, 1.20715], [-0.93895, 1.00778, -1.14558], [0.01536, 1.63165, 0.21477], [-1.67970, 0.36076, 1.77416]],
  "forces_ev_per_a": [[0.141, -0.021, -0.096], [-0.031, 0.119, -0.329], [0.032, -0.063, 0.132], [-0.044, -0.001, -0.010], [-0.233, 0.102, -0.058], [0.424, -0.166, 0.152], [-0.090, 0.136, -0.454], [0.125, -0.062, 0.088], [0.019, -0.122, -0.158], [0.214, 0.090, 0.030], [-0.338, 0.121, 0.469], [0.041, -0.058, 0.187], [-0.097, -0.146, 0.059], [-0.162, 0.073, -0.011]]
}

---

(5)
{
  "formula": "C4H8O2",
  "method": "wB97M-V/def2-TZVPD",
  "total_charge": 0,
  "orbital_gap_ev": 9.4126,
  "multiplicity": 1,
  "lumo_ev": 0.382,
  "elements": ["C", "O", "C", "C", "C", "O", "H", "H", "H", "H", "H", "H", "H", "H"],
  "coordinates": [[-1.27067, -1.45545, -0.99574], [-1.26698, -0.03811, -0.88125], [-0.19159, 0.59669, -0.20995], [0.54478, 0.96495, 1.67768], [1.16694, 0.29976, -0.68404], [2.10553, 0.58406, 0.02743], [-2.23533, -1.76819, -1.41809], [-0.47860, -1.83382, -1.65938], [-1.15327, -1.89569, -0.00440], [-0.46223, 1.63953, -0.22596], [-0.34344, 1.43193, 2.05644], [0.80752, 0.00439, 2.11693], [1.41315, 1.64815, 1.85487], [1.36419, -0.17819, -1.65453]],
  "forces_ev_per_a": [[0.155, -0.167, 0.232], [0.447, 0.182, 1.042], [0.703, 0.578, 1.106], [-1.260, -0.422, -0.210], [0.817, 0.179, 0.113], [0.826, -0.425, -1.325], [0.264, 0.310, 0.177], [-0.071, 0.202, 0.162], [-0.008, -0.192, -0.031], [0.294, 0.389, -0.556], [-0.501, -0.177, 0.621], [-0.399, 0.050, -0.041], [-0.968, -0.504, -1.099], [-0.300, -0.002, -0.191]]
}

---

(6)
{
  "formula": "C4H8O2",
  "method": "wB97M-V/def2-TZVPD",
  "total_charge": 0,
  "orbital_gap_ev": 9.8018,
  "multiplicity": 1,
  "lumo_ev": 0.713,
  "elements": ["C", "C", "C", "O", "C", "O", "H", "H", "H", "H", "H", "H", "H", "H"],
  "coordinates": [[0.96584, -0.35055, 2.20149], [-0.26264, 0.55748, 0.82548], [-0.01624, -0.19340, -0.42072], [0.65000, -1.20845, -0.44921], [-0.63387, 0.31877, -1.70347], [-0.36704, -0.55459, -2.75242], [0.49277, -1.31796, 2.36489], [0.43566, 0.60255, 2.18788], [1.93581, -0.47542, 1.72153], [-0.13767, 1.65575, 0.66556], [-1.30721, 0.44801, 1.16427], [-1.71765, 0.43913, -1.54150], [-0.23337, 1.32788, -1.90004], [0.19560, -1.24921, -2.36375]],
  "forces_ev_per_a": [[-1.234, 0.562, -2.054], [0.248, -0.745, -0.251], [0.175, -0.525, -0.284], [-0.290, 0.218, -0.379], [-0.075, 0.152, 0.090], [0.041, -0.100, -0.185], [-0.413, 0.573, 0.102], [0.922, 0.512, 2.799], [-0.320, 0.581, -0.100], [0.421, -0.760, 0.367], [0.480, -0.322, 0.057], [0.149, -0.053, -0.066], [-0.029, -0.161, 0.011], [-0.075, 0.069, -0.107]]
}

---

Sequential energy above the lowest of the compared OMol25 structures with the same formula, charge and spin output: 382.4 185.9 112.6 113.6 454.7 441.5 kJ/mol